A molecular structure, C33H43Cl2N6NdSSi4 at a distorted geometry, computed with ωB97M-V/def2-TZVPD.

⟨S²⟩ ... 3.77
2S+1 ... 4
Highest occupied orbital energy (alpha / beta) ... -7.03 / -6.98 eV
Orbital gap (alpha / beta) ... 5.81 / 5.76 eV

XYZ file:
```
90
Properties=species:S:1:pos:R:3:forces:R:3
Nd -0.202 0.064 0.546 -0.322 -0.225 -0.943
C -3.596 4.094 -0.995 -1.237 0.820 -1.484
C -3.200 2.834 -0.620 3.971 0.466 -3.003
N -2.115 2.278 -1.258 -1.035 1.097 0.495
C -1.545 3.016 -2.224 0.892 0.027 0.543
C -1.821 4.378 -2.415 -2.460 0.407 1.476
N -2.951 4.911 -1.843 1.992 -1.524 -0.434
C -0.440 2.427 -3.041 -1.794 0.112 0.828
C -0.110 3.146 -4.171 1.386 -1.383 -0.498
C 0.992 2.663 -4.912 -0.621 2.597 -1.622
C 1.524 1.434 -4.634 -0.385 0.891 0.155
C 1.047 0.838 -3.475 -0.319 -2.201 0.900
N 0.060 1.255 -2.637 1.968 0.795 -1.647
C 1.768 -0.420 -3.115 -0.761 0.483 -0.044
C 2.722 -0.932 -4.064 -0.261 -0.191 2.807
N 3.784 -1.500 -3.531 0.355 -0.536 0.040
C 3.786 -1.819 -2.226 -1.202 -0.409 -0.051
C 2.602 -1.742 -1.476 -0.035 1.412 -1.279
N 1.613 -0.883 -1.855 1.827 -0.712 -1.217
C 1.504 3.528 -6.052 0.680 1.877 -2.152
C 0.902 4.738 -6.549 -0.531 -0.368 -0.351
C 1.199 5.320 -7.820 -0.460 -1.282 0.736
N 2.086 4.792 -8.672 -0.106 1.126 0.594
C 2.892 3.926 -8.099 -0.374 -0.629 1.408
C 2.674 3.334 -6.836 -0.021 -0.932 0.122
H -4.620 4.391 -0.885 -0.343 0.411 1.111
H -3.544 2.276 0.157 -1.557 -1.349 1.953
H -1.215 5.043 -3.026 -0.232 -0.164 0.294
H -0.752 3.949 -4.497 0.524 0.109 -0.073
H 2.265 0.995 -5.305 -0.200 0.354 0.643
H 2.644 -0.865 -5.135 0.041 0.107 -0.029
H 4.684 -2.229 -1.790 0.087 -0.063 -0.136
H 2.435 -2.275 -0.580 0.139 -0.385 1.027
H 0.091 5.227 -6.027 -0.116 -0.108 0.149
H 0.614 6.157 -8.212 0.084 -0.253 0.404
H 3.772 3.648 -8.632 0.433 -0.319 -0.414
H 3.472 2.660 -6.549 -0.221 -0.316 0.210
Cl 0.021 3.299 2.189 -0.699 -0.439 -0.304
C 1.708 3.319 2.561 0.526 -0.119 -0.117
C 2.021 3.937 3.749 -0.546 0.184 0.540
C 3.325 4.021 4.161 0.464 -0.118 -0.216
C 4.294 3.587 3.282 0.860 0.058 -0.499
C 3.998 3.025 2.043 -0.401 -0.280 0.178
Cl 5.396 2.685 1.036 -0.808 -0.267 0.046
C 2.656 2.732 1.704 -0.603 -0.655 -0.275
S 2.070 1.571 0.445 1.281 0.878 0.078
H 1.220 4.298 4.379 -0.020 0.047 -0.042
H 3.604 4.420 5.123 -0.056 0.107 0.062
H 5.353 3.677 3.498 -0.134 0.111 0.209
H -1.160 -0.796 -0.990 -0.076 -0.215 0.285
C -2.142 -5.922 1.718 0.124 0.530 0.412
Si -1.598 -4.338 0.789 0.644 -0.833 0.214
C -3.132 -3.758 -0.105 -0.114 -1.013 -0.420
C -0.530 -4.951 -0.659 0.106 1.358 1.089
Si -0.694 -2.627 2.270 -1.152 0.506 -0.997
Si -2.900 -2.004 2.985 1.060 1.557 -1.120
C -2.579 -0.612 4.289 -1.017 -2.553 0.398
C -4.314 -3.138 3.420 0.415 -0.202 0.662
C -3.726 -0.779 1.773 -0.762 -0.435 -0.190
Si 0.523 -2.672 4.248 1.116 -0.326 -0.826
C 0.313 -4.276 5.186 -0.890 0.018 0.123
C 2.334 -2.532 3.690 -0.274 0.505 0.738
C 0.393 -1.123 5.311 -0.137 -0.199 -0.311
H -2.904 -6.456 1.148 0.056 -0.083 -0.076
H -2.588 -5.615 2.665 -0.228 -0.006 0.061
H -1.345 -6.613 2.007 0.101 0.074 -0.280
H -3.922 -4.470 0.147 -0.222 0.215 0.195
H -2.977 -3.918 -1.175 0.164 0.186 -0.001
H -3.462 -2.764 0.030 -0.367 0.950 0.208
H -1.096 -5.490 -1.363 -1.081 -1.011 -0.693
H 0.226 -5.613 -0.251 0.719 0.308 -0.365
H -0.251 -4.047 -1.225 0.808 -0.360 0.332
H -2.540 0.372 3.868 -0.564 0.610 -0.155
H -1.570 -0.855 4.580 -0.813 -0.011 0.792
H -3.386 -0.835 5.055 1.200 0.973 -0.384
H -4.142 -3.698 4.338 0.066 -0.108 0.076
H -4.627 -3.841 2.658 0.056 0.002 -0.292
H -5.109 -2.441 3.624 -0.655 0.173 0.063
H -3.075 0.058 1.537 0.223 0.363 -0.025
H -4.527 -0.404 2.419 0.018 0.388 -0.049
H -4.233 -1.076 0.857 0.202 -0.234 -0.132
H 0.570 -5.144 4.570 0.112 0.176 0.016
H -0.765 -4.367 5.396 0.206 -0.122 0.084
H 0.835 -4.327 6.134 0.223 -0.016 0.165
H 2.494 -3.342 3.014 0.472 -0.270 -0.983
H 3.107 -2.602 4.461 -0.264 -0.156 0.287
H 2.462 -1.520 3.279 0.021 -0.445 -0.495
H 0.151 -1.579 6.271 -0.558 0.791 0.338
H -0.233 -0.269 4.950 1.055 -0.806 0.939
H 1.435 -0.850 5.366 0.358 0.474 0.140
```
Forces are in eV/Å.